Version 1
The following is a DFT calculation (ωB97M-V/def2-TZVPD) of 2 unconnected molecules or ions with the total composition C2H9NO.

Each line ends with the natural charge from an NBO analysis.
Positions of all 13 atoms, in Å:
H  -0.484  0.655  -0.582  0.1669
C  0.577  0.748  -0.170  0.0752
H  0.948  1.843  -0.014  0.1501
H  0.766  0.783  1.749  0.4792
H  -2.375  0.148  0.147  0.2043
H  -2.164  -1.305  -0.777  0.2065
N  1.485  0.225  -1.260  -0.8364
O  0.508  0.095  1.079  -0.7387
H  0.995  -0.689  -1.567  0.3500
H  2.376  -0.122  -0.820  0.3562
C  -2.258  -0.937  0.246  -0.8646
H  -1.353  -1.146  0.850  0.2392
H  -3.079  -1.372  0.747  0.2121

Results
SMILES: NCO.C
Kohn-Sham gap (eV): 10.9


Version 2
The following is a DFT calculation (ωB97M-V/def2-TZVPD) of 2 unconnected molecules or ions with the total composition C2H9NO.

Each line ends with the natural charge from an NBO analysis.
Positions of all 13 atoms, in Å:
O  0.153  -1.216  -0.327  -0.5465
C  1.583  -1.160  -0.069  -0.2677
H  2.121  -1.707  -0.907  0.1850
H  1.941  -0.112  0.198  0.1810
H  -2.192  2.031  0.796  0.3587
H  -0.610  2.456  0.788  0.3469
H  -1.014  1.049  1.392  0.3566
C  -0.330  -0.102  -0.978  -0.2634
H  -1.440  -0.241  -1.289  0.1921
H  -0.376  0.879  -0.313  0.1452
H  1.800  -1.790  0.782  0.1931
N  -1.313  2.060  1.328  -1.0472
H  0.224  0.318  -1.847  0.1663

Results
SMILES: COC.N
Kohn-Sham gap (eV): 10.4


Version 3
The following is a DFT calculation (ωB97M-V/def2-TZVPD) of 2 unconnected molecules or ions with the total composition C2H9NO.

Each line ends with the natural charge from an NBO analysis.
Positions of all 13 atoms, in Å:
N  0.407  -0.137  0.007  -0.5988
H  0.112  0.200  -2.048  0.2074
H  -1.181  -2.438  -0.863  0.4456
C  0.326  0.563  1.286  -0.4208
H  0.540  -0.136  2.089  0.2155
H  0.701  1.632  -1.176  0.1813
H  0.973  1.436  1.356  0.1813
C  0.062  0.748  -1.109  -0.4170
H  -0.496  -1.223  0.036  0.4613
O  -1.128  -2.107  0.063  -1.0435
H  -0.707  0.848  1.481  0.2075
H  1.357  -0.480  -0.128  0.3732
H  -0.965  1.093  -0.997  0.2068

Results
SMILES: CNC.O
Kohn-Sham gap (eV): 10.3


Version 4
The following is a DFT calculation (ωB97M-V/def2-TZVPD) of 2 unconnected molecules or ions with the total composition C2H9NO.

Each line ends with the natural charge from an NBO analysis.
Positions of all 13 atoms, in Å:
H  -2.713  0.481  0.768  0.1864
C  -1.759  0.321  0.331  -0.2420
H  1.772  0.721  -1.267  0.1996
C  1.085  0.247  -0.533  -0.4082
H  2.693  -0.027  0.675  0.3437
H  -1.630  1.158  -0.384  0.1620
H  0.447  -0.361  -1.103  0.1593
H  -1.017  0.311  1.087  0.1578
H  1.489  -0.943  1.142  0.3442
H  -1.006  -1.198  -0.761  0.4664
H  0.488  0.922  0.035  0.1825
O  -1.826  -0.968  -0.280  -0.7290
N  1.977  -0.664  0.289  -0.8224

Results
SMILES: CN.CO
Kohn-Sham gap (eV): 10.8


version 3 wins, 7.6 kcal/mol ahead of the next structure.


Version 1
The following is a DFT calculation (ωB97M-V/def2-TZVPD) of 2 unconnected molecules or ions with the total composition C2H9NO.

Each line ends with the natural charge from an NBO analysis.
Positions of all 13 atoms, in Å:
H  0.723  -1.166  0.619  0.3451
H  1.461  2.659  1.501  0.4616
N  0.672  -0.230  0.225  -0.8177
C  -1.091  -1.748  -0.607  -0.6212
H  -0.766  -2.375  0.188  0.1972
H  2.144  3.041  0.156  0.4781
H  -2.208  -1.815  -0.659  0.2191
H  -0.369  0.194  -1.385  0.1839
O  1.565  3.372  0.922  -0.9389
H  -0.707  -2.182  -1.607  0.2083
H  0.514  0.434  1.043  0.3478
H  -1.381  0.150  0.061  0.1666
C  -0.556  -0.334  -0.458  -0.2299

Results
SMILES: CCN.O
Kohn-Sham gap (eV): 10.5


Version 2
The following is a DFT calculation (ωB97M-V/def2-TZVPD) of 2 unconnected molecules or ions with the total composition C2H9NO.

Each line ends with the natural charge from an NBO analysis.
Positions of all 13 atoms, in Å:
C  -0.811  0.063  -1.666  -0.2411
C  -1.024  -0.861  0.508  -0.2500
H  -0.148  0.742  -2.179  0.1924
H  -0.923  -1.814  -0.002  0.1654
H  -0.440  -0.870  1.425  0.2013
H  1.312  0.668  0.763  0.3897
H  -2.083  -0.719  0.759  0.1650
H  -0.627  -0.965  -1.996  0.1640
H  2.972  0.352  0.772  0.3711
O  -0.537  0.199  -0.289  -0.5582
N  2.150  0.551  1.304  -1.1392
H  -1.849  0.316  -1.875  0.1664
H  2.191  0.963  2.212  0.3732

Results
SMILES: COC.N
Kohn-Sham gap (eV): 10.1


version 2 wins, 1.9 kcal/mol ahead of the next structure.


Version 1
The following is a DFT calculation (ωB97M-V/def2-TZVPD) of a molecular structure, C3H12NO3.

Each line ends with the natural charge from an NBO analysis.
Positions of all 19 atoms, in Å:
H  2.146  -1.165  -1.155  0.1754
H  -0.520  2.079  -0.351  0.4673
O  -0.919  -0.267  -0.786  -0.8735
O  -1.238  2.661  -0.534  -0.9618
H  0.513  1.111  1.180  0.3473
H  -3.776  -0.747  0.436  0.4265
H  -1.973  2.116  -0.417  0.4900
H  2.636  0.716  0.532  0.1678
C  1.450  -0.446  -0.837  -0.4597
O  -3.013  -0.114  0.540  -1.1849
H  -0.175  -1.710  0.302  0.1146
C  -0.017  -1.197  -0.719  -0.0035
H  0.110  -0.461  1.681  0.3750
H  1.361  0.425  -1.320  0.1900
H  2.619  -1.042  1.059  0.1493
H  -0.053  -1.754  -1.658  0.1192
N  0.849  0.280  1.557  -0.8530
H  -1.940  -0.362  -0.126  0.5086
C  1.938  -0.122  0.617  -0.1945

Results
Charge: -1
Kohn-Sham gap (eV): 8.1


Version 2
The following is a DFT calculation (ωB97M-V/def2-TZVPD) of 3 unconnected molecules or ions with the total composition C3H12NO3.

Each line ends with the natural charge from an NBO analysis.
Positions of all 19 atoms, in Å:
H  -0.246  -0.078  0.834  0.4291
C  -1.759  0.518  -0.341  -0.2552
O  -1.873  -1.872  0.484  -0.7725
H  3.466  0.938  0.097  0.4525
C  0.449  1.597  -0.111  -0.4400
C  -1.820  -0.976  -0.620  -0.0774
H  -0.910  -1.925  0.706  0.5280
H  1.623  -1.480  1.435  0.4223
O  3.745  0.050  0.380  -0.9609
H  -2.664  -1.183  -1.297  0.1394
H  -1.921  1.069  -1.276  0.1716
O  0.949  -1.593  0.743  -1.3384
N  -0.653  0.830  0.564  -0.6768
H  0.160  2.505  -0.620  0.1738
H  1.086  1.723  0.759  0.1982
H  2.986  -0.425  -0.009  0.5011
H  -0.980  -1.318  -1.244  0.1651
H  -2.674  0.722  0.242  0.1661
H  1.036  0.898  -0.728  0.1741

Results
Charge: -1
Kohn-Sham gap (eV): 7.7


version 2 wins, 16.3 kcal/mol ahead of the next structure.


Version 1
The following is a DFT calculation (ωB97M-V/def2-TZVPD) of a molecular structure, C3H12NO3.

Each line ends with the natural charge from an NBO analysis.
Positions of all 19 atoms, in Å:
C  0.034  1.618  0.994  -0.4374
C  1.087  -1.155  -0.503  -0.0845
H  0.127  2.615  0.551  0.1796
H  -0.372  -1.387  0.762  0.5221
H  -2.647  -1.837  0.338  0.4506
H  -0.107  1.727  2.055  0.1686
H  1.949  -1.781  -0.730  0.1407
O  -1.890  -1.259  0.297  -1.1749
H  0.288  -1.476  -1.169  0.1807
H  2.398  0.638  -1.031  0.1575
H  -2.199  0.851  -1.054  0.4291
C  1.408  0.390  -0.573  -0.2870
O  -1.794  0.195  -1.630  -1.1065
O  0.669  -1.582  0.799  -0.8125
H  0.720  0.649  -1.413  0.2414
H  1.488  0.393  1.521  0.3721
N  1.391  1.013  0.747  -0.6465
H  -1.694  -0.596  -0.776  0.4903
H  -0.857  0.984  0.812  0.2164

Results
Charge: -1
Kohn-Sham gap (eV): 8.8


Version 2
The following is a DFT calculation (ωB97M-V/def2-TZVPD) of 3 unconnected molecules or ions with the total composition C3H12NO3.

Each line ends with the natural charge from an NBO analysis.
Positions of all 19 atoms, in Å:
H  0.828  -2.479  -0.160  0.4971
H  -0.915  -1.290  3.202  0.4568
O  0.581  -1.159  0.327  -0.9155
H  -0.944  0.716  0.640  0.2162
C  -0.349  1.407  -0.018  -0.2563
H  -0.039  -3.419  -0.979  0.4327
C  1.406  -0.193  -0.008  0.1055
O  0.770  -3.383  -0.638  -1.0359
H  1.911  0.188  0.945  0.1199
H  -1.507  3.177  -0.614  0.1806
C  -1.227  2.085  -0.972  -0.6129
H  0.238  0.268  -1.686  0.3558
H  -2.184  1.620  -1.237  0.2011
H  2.262  -0.735  -0.481  0.1244
O  -0.949  -0.892  2.381  -1.0980
N  0.590  0.694  -0.876  -0.6880
H  -0.278  -0.940  1.550  0.5278
H  0.427  2.072  0.512  0.1838
H  -0.622  2.262  -1.888  0.2049

Results
Charge: -1
Kohn-Sham gap (eV): 7.8


version 1 wins, 12.0 kcal/mol ahead of the next structure.